C27H52Cl44F3N4O as an isolated structure. Source: OMol25; level of theory: ωB97M-V/def2-TZVPD.

Last column: Mulliken charge in e.
Cartesian coordinates (Å):
Cl -9.389 4.567 -7.354  -0.153
H 0.929 -5.291 -6.158  0.206
Cl 1.328 -5.661 5.352  -0.157
H -2.108 -10.270 -10.279  0.321
H 7.613 4.696 -0.905  0.283
N 4.050 3.642 3.081  0.041
H -6.865 -4.706 -8.337  0.281
H 5.005 -4.152 6.006  0.252
Cl 7.469 8.896 -0.173  -0.175
Cl -5.511 1.238 0.105  -0.143
N 2.449 1.915 0.648  -0.017
H 1.305 6.086 0.561  -0.035
Cl 6.030 -5.231 4.187  -0.161
H 1.864 -3.193 -1.472  0.275
Cl -0.935 2.846 3.519  -0.044
C -7.906 3.515 -1.360  -0.192
C 7.837 4.383 0.107  -0.447
N 3.035 1.917 1.867  0.592
Cl -8.800 -3.516 -8.937  -0.160
H -4.140 -9.552 6.429  0.266
F 2.611 -0.138 4.591  -0.317
N 3.066 3.908 1.018  -0.133
C -2.343 -4.839 4.732  -0.063
H 6.024 9.067 -2.020  0.217
O 2.023 3.470 -0.922  -0.499
C 2.328 -4.861 4.136  0.030
H 9.443 10.433 -3.854  0.293
H -2.013 -3.877 5.104  0.232
Cl -0.468 0.806 -0.961  -0.109
C 1.193 6.829 -0.217  0.117
Cl -10.880 6.762 -6.121  -0.157
H 2.023 1.139 0.159  0.163
Cl -1.254 1.951 7.278  -0.129
H -0.880 -4.488 -9.838  0.317
Cl 8.916 2.984 0.042  -0.140
C 5.887 8.874 -0.966  -0.239
H 1.948 -2.681 -3.173  -0.235
Cl 6.301 4.011 0.923  0.017
H 3.113 1.100 2.441  -0.049
H 5.942 -0.911 -0.338  0.337
Cl 4.529 0.921 0.164  0.072
H -2.763 0.913 -0.551  -0.073
Cl -0.056 -2.030 -2.170  -0.041
Cl -2.011 -3.742 0.110  0.024
H -2.054 -6.004 0.724  0.304
Cl -3.149 -4.293 -9.260  -0.096
Cl -1.632 -8.308 -11.471  -0.166
H 4.292 4.613 3.031  0.279
H -6.814 -4.149 -10.023  0.281
C 6.085 0.156 -0.224  -0.533
H -1.852 0.811 0.969  0.243
C -1.911 0.512 6.481  -0.211
Cl -6.087 -2.496 -8.520  -0.160
H -2.383 3.630 5.205  0.268
H -1.141 -9.127 -9.321  0.245
C -1.649 -5.184 -9.525  -0.040
H 2.727 -3.947 4.560  0.032
Cl 0.298 -3.050 -6.442  -0.143
Cl -3.444 -8.678 -9.187  -0.128
Cl -4.959 -9.154 8.596  -0.154
Cl -0.364 4.708 5.716  -0.148
H -1.374 0.359 5.552  0.133
C 5.775 -3.878 5.294  0.057
Cl -3.196 -5.684 6.028  -0.218
H 1.191 3.957 -0.792  0.346
H -7.498 -3.568 1.837  0.282
H 5.397 2.338 3.963  0.360
Cl 1.390 -4.452 2.688  -0.134
H 8.331 5.184 0.643  0.317
Cl 7.236 0.449 1.077  -0.141
C 3.712 0.552 4.933  0.931
Cl 2.703 -0.997 -1.734  -0.199
Cl 2.609 -4.116 -4.997  -0.210
Cl -0.527 7.210 -0.402  -0.158
C 3.401 2.022 4.869  -1.170
H 2.485 2.179 4.334  0.676
C -3.812 -8.951 7.268  0.404
Cl -2.071 3.024 0.215  -0.156
H -6.413 -0.876 -0.393  0.354
Cl -8.928 3.757 -2.782  -0.155
C 0.941 -4.411 -5.529  -0.026
Cl -5.914 -2.323 3.053  -0.137
H -7.044 2.926 -1.650  0.172
F 4.020 0.168 6.136  -0.301
H 6.463 0.585 -1.145  0.321
H -7.593 4.483 -0.990  0.309
H 5.265 9.643 -0.523  0.284
H -10.858 4.490 -5.521  0.265
H -1.490 -5.435 4.432  0.102
C 2.486 3.107 0.218  0.245
Cl -8.185 -1.349 1.469  -0.119
Cl -4.156 -1.106 -1.018  -0.142
H -3.780 -7.905 6.993  -0.303
C -1.899 1.272 -0.011  0.049
H 3.235 2.366 5.865  0.434
C 9.094 10.825 -2.906  -0.099
Cl 2.144 8.248 0.212  -0.146
Cl -2.181 -9.457 7.724  -0.150
H 5.465 -3.016 4.716  0.017
H -8.197 -2.837 3.297  0.329
H -5.334 -0.924 1.010  -0.192
H -1.978 4.896 4.023  0.345
H 9.198 10.079 -2.128  0.118
H -9.330 5.305 -5.125  0.085
C 3.405 3.154 2.036  -0.266
C -1.591 4.080 4.618  -0.424
Cl -3.377 -4.572 3.321  -0.129
C -1.976 -9.232 -10.002  -0.277
Cl 5.083 7.311 -0.769  -0.089
C 4.502 2.880 4.232  -0.632
H 3.134 -5.525 3.852  0.187
H -1.780 -0.339 7.137  0.352
Cl -0.568 -5.980 -1.105  -0.158
Cl -8.762 2.665 -0.071  -0.141
F 4.635 0.163 4.086  -0.246
H 0.320 -4.566 -4.653  0.158
H -1.814 -5.930 -10.290  -0.007
Cl 7.241 -3.464 6.181  -0.151
C 1.675 -2.384 -2.167  0.197
H 1.563 6.443 -1.159  0.235
C -5.477 -0.530 0.016  0.139
Cl -3.626 0.697 6.115  -0.144
Cl -1.108 -5.999 -8.048  -0.140
H 4.804 3.596 4.964  0.432
C -7.073 -3.881 -9.007  -0.248
Cl 7.378 11.238 -3.064  -0.158
C -1.280 -5.329 0.379  0.058
Cl 10.067 12.231 -2.479  -0.147
C -10.110 5.193 -5.867  -0.035
C -7.542 -2.677 2.450  -0.331
H -0.501 -5.255 1.127  -0.151

Calculated values
- highest occupied orbital energy (Eh) = -0.4328
- calculated total energy (hartree) = -21901.97406
- 2S+1 = 1
- charge = +1